Formula: C21H23N3O3S
Source: the OMol25 dataset
Level of theory: wB97M-V/def2-TZVPD

The geometry in XYZ format:
```
51
Properties=species:S:1:pos:R:3:lowdin_charge:R:1
C -5.120 -1.201 1.726 -0.110
O -5.174 -0.209 0.730 -0.183
C -4.472 -0.517 -0.447 -0.231
C -2.948 -0.456 -0.292 -0.157
C -2.260 -0.649 -1.641 -0.177
N -0.815 -0.572 -1.526 0.014
C -0.146 0.607 -1.645 -0.553
S -1.127 2.045 -1.880 1.052
C 0.106 3.384 -1.793 -0.333
C 0.511 3.593 -0.335 -0.585
O -0.130 4.289 0.421 0.053
N 1.641 2.936 -0.007 0.069
C 2.011 2.692 1.376 -0.114
C 1.719 1.251 1.710 -0.212
C 0.399 0.818 1.776 -0.031
C 0.111 -0.515 1.999 -0.077
C 1.138 -1.432 2.154 -0.086
C 2.453 -1.008 2.093 -0.086
C 2.741 0.327 1.867 -0.049
N 1.135 0.735 -1.606 0.085
C 1.901 -0.378 -1.383 -0.213
C 3.294 -0.254 -1.338 -0.020
C 4.070 -1.363 -1.091 -0.072
C 3.486 -2.611 -0.880 -0.077
C 2.117 -2.747 -0.923 -0.010
C 1.313 -1.635 -1.178 -0.077
C -0.136 -1.765 -1.235 -0.367
O -0.757 -2.793 -1.067 0.089
H -4.125 -1.278 2.178 0.080
H -5.405 -2.181 1.326 0.091
H -5.833 -0.902 2.492 0.090
H -4.764 -1.512 -0.817 0.130
H -4.793 0.237 -1.172 0.131
H -2.676 0.511 0.134 0.109
H -2.611 -1.247 0.381 0.103
H -2.597 0.103 -2.358 0.091
H -2.489 -1.647 -2.025 0.135
H -0.422 4.261 -2.163 0.086
H 0.942 3.122 -2.438 0.081
H 1.967 2.241 -0.672 0.093
H 3.073 2.915 1.509 0.121
H 1.416 3.372 1.992 0.128
H -0.400 1.536 1.655 0.119
H -0.916 -0.842 2.058 0.096
H 0.910 -2.474 2.321 0.109
H 3.257 -1.718 2.215 0.106
H 3.770 0.654 1.815 0.113
H 3.740 0.714 -1.505 0.115
H 5.145 -1.265 -1.058 0.107
H 4.111 -3.469 -0.686 0.104
H 1.636 -3.701 -0.768 0.122
```

Summary:
E_HOMO: -8.5862 eV
SMILES: COCCCn1c(SCC(=O)NCc2ccccc2)nc2ccccc2c1=O
Strongest force on any atom: 0.84 eV/Å
Energy above the lowest of the compared OMol25 structures with the same formula, charge and spin: 0.2206 eV
Gap between HOMO and LUMO: 8.9 eV
E_tot: -1602.26446 Ha